[1]
{
  "formula": "C36H72IO11P",
  "method": "ωB97M-V with the def2-TZVPD basis set",
  "species": ["C", "H", "O", "O", "H", "H", "C", "C", "C", "C", "H", "H", "H", "H", "H", "H", "C", "O", "H", "C", "H", "C", "H", "H", "H", "C", "C", "H", "C", "I", "H", "H", "H", "C", "O", "H", "O", "H", "H", "H", "O", "H", "O", "H", "H", "H", "H", "H", "O", "C", "C", "H", "H", "C", "C", "H", "C", "H", "C", "C", "H", "C", "C", "C", "H", "H", "H", "C", "C", "H", "C", "H", "H", "H", "P", "H", "H", "O", "H", "H", "H", "H", "H", "H", "C", "H", "H", "H", "H", "H", "H", "H", "H", "H", "C", "H", "O", "H", "H", "C", "C", "H", "H", "C", "H", "C", "H", "H", "H", "H", "H", "C", "O", "C", "H", "H", "H", "C", "C", "H", "C"],
  "xyz": [[2.46950, -3.27276, 0.34661], [10.42249, -10.33330, 2.38180], [7.61631, -4.50098, -0.62433], [0.32968, 1.19759, -1.17527], [5.61052, -2.90621, 4.22000], [-5.07611, 5.98977, -0.50716], [-9.21615, 5.87556, 1.37674], [9.66754, -9.39135, 0.58805], [-5.75850, 1.49379, -3.92335], [-5.18333, 5.05997, -1.06983], [6.24505, -3.15418, -1.36475], [-2.09247, 4.88579, 2.72797], [6.96412, -4.24549, -2.56360], [8.23484, -1.81068, -1.24209], [8.31033, -2.27284, -2.94611], [-1.50387, 6.51774, 2.37715], [-3.64782, 2.45797, 1.19067], [1.47009, -4.23830, -0.00737], [0.01488, 3.91311, -3.01233], [0.29852, -3.57063, -0.47487], [-5.64932, 2.46713, 1.99641], [-4.67847, 2.91370, 2.20472], [2.29138, -1.83708, -1.26209], [5.23679, -5.91799, 4.49422], [-9.22727, 6.44803, 2.30903], [9.01571, -4.32159, -0.40536], [0.47248, -2.09768, -0.12808], [-0.57661, -4.02125, -0.00342], [1.98809, -1.94245, -0.21739], [-10.95562, 3.62847, 0.20223], [0.21720, -3.71281, -1.55912], [-10.27577, 4.47887, 2.58472], [-5.05686, 0.88130, -4.48721], [5.03020, -3.81716, 4.03202], [-4.03889, 2.68402, -0.17211], [-7.50250, 6.03003, -1.42328], [-6.70782, 3.65509, -3.82751], [2.30036, 1.01876, -1.75039], [-8.17246, 2.56398, -2.87064], [-9.97113, 6.33493, 0.73648], [-2.52336, 4.78871, -0.22544], [-5.24005, 5.32113, -2.12679], [8.80236, -8.01380, 2.29920], [5.77732, -4.42180, 1.02613], [0.30818, 1.67680, -3.96351], [10.73653, -7.30746, 2.19896], [-2.76251, 6.72628, 0.43299], [9.16041, -3.78613, 0.53946], [4.64627, -3.84385, 2.65785], [6.53230, -5.25023, 2.89879], [-1.73983, 5.54930, 1.93917], [9.48774, -5.30162, -0.32051], [10.41536, -2.92295, -1.33876], [-0.27557, 2.48074, -1.39612], [10.61395, -9.43846, 1.78589], [4.74997, -5.68372, 1.73063], [10.19552, -8.19160, 2.55462], [-6.33676, 3.83842, 0.28725], [-6.24408, 7.05524, 2.13521], [7.17145, -3.64041, -1.67462], [1.16302, -0.07709, -2.55853], [5.40852, -4.83893, 1.96141], [-7.87679, 6.11700, 0.68632], [1.29879, 0.94139, -2.19013], [-8.11369, 3.02128, 1.06737], [-1.29380, 2.33981, -1.76323], [-5.72172, 1.17980, -2.87770], [-2.78820, 5.71874, 0.84727], [-7.78145, 2.71438, -3.88452], [7.38103, -4.57009, 2.79091], [-7.66789, 5.31459, -0.61488], [-5.08310, 3.23670, -5.03293], [-7.20252, 1.44712, -5.53493], [0.13679, -1.90448, 0.89323], [-3.70085, 4.02301, -0.98511], [-0.07581, -1.43322, -0.79389], [-6.69835, 3.58111, -1.40566], [-3.28510, 3.66933, -2.35314], [-8.58500, 4.78373, -0.86581], [-2.66506, 2.88602, 1.38905], [9.52683, -10.35492, 0.10076], [-6.50853, 7.25618, 3.18259], [2.37201, -1.08687, 0.33657], [10.34921, -8.27958, 3.63079], [0.58119, 3.18162, -2.43850], [4.13176, -3.78664, 4.65092], [-0.31727, 3.02084, -0.44862], [-0.83633, 5.13571, 1.49407], [7.77049, -8.28893, 0.53876], [6.88746, -6.26182, 2.71127], [7.78603, -9.68176, 1.63754], [3.42888, -3.59062, -0.06460], [-7.86593, 7.17433, 0.41420], [2.56174, -3.23766, 1.43305], [9.52994, -3.50704, -1.58556], [-4.73782, 3.33124, -3.29479], [-6.77238, 5.92259, 1.62755], [1.42353, 3.69141, -1.96359], [-3.54015, 1.37716, 1.28088], [-8.52635, 3.43465, 1.98516], [8.30735, -2.65774, -1.92747], [9.77667, -4.16489, -2.42173], [10.03819, -8.68307, -0.15629], [-7.19465, 1.42498, -4.44300], [1.98821, 2.21230, -3.83267], [5.87673, -5.06287, 4.26542], [6.58736, -4.94139, 5.08217], [-8.94040, 2.59199, 2.54072], [-7.74446, 3.88440, 2.59561], [-8.58053, 3.12538, -4.50341], [-3.79209, 5.57103, 1.24331], [-9.64024, 4.43512, 1.70422], [-5.51333, 7.78003, 1.52795], [-6.47962, 4.34943, -0.66102], [-4.35870, 2.54511, 3.18307], [-7.73895, 0.53982, -4.11631], [-4.75736, 3.99749, 2.28419], [1.08289, 1.99957, -3.26501], [8.38967, -8.86479, 1.22787], [11.66833, -9.42987, 1.51339], [-5.45854, 2.98240, -4.03614]],
  "forces_ev_per_a": [[-0.1, 0.0, 0.0], [0.0, 0.0, 0.0], [0.0, 0.0, 0.0], [0.0, 0.0, 0.0], [0.0, 0.0, 0.0], [0.1, 0.0, 0.1], [0.1, -0.1, -0.1], [0.0, 0.0, 0.0], [-0.1, 0.1, 0.0], [-0.2, 0.0, 0.4], [0.0, 0.0, 0.0], [0.1, -0.1, 0.0], [0.0, 0.0, 0.0], [0.0, 0.0, 0.0], [0.0, 0.0, 0.0], [0.0, 0.0, 0.1], [-0.1, -0.4, 0.2], [0.0, 0.0, 0.0], [0.0, 0.0, 0.0], [0.0, 0.0, 0.0], [-0.1, 0.1, -0.1], [0.3, -0.1, 0.2], [0.0, 0.0, 0.0], [0.0, 0.0, 0.0], [0.1, 0.0, 0.0], [0.0, 0.0, 0.0], [0.0, 0.0, 0.0], [0.0, 0.0, 0.0], [0.0, 0.0, 0.0], [-0.2, -0.1, 0.0], [0.0, 0.0, 0.0], [-0.1, 0.0, -0.1], [0.0, 0.0, 0.0], [0.1, 0.0, 0.0], [0.2, 0.7, 0.5], [-0.2, 0.0, 0.0], [-0.4, 0.0, 0.0], [0.0, 0.0, -0.1], [-0.1, -0.1, 0.0], [0.0, 0.0, 0.0], [-0.5, 0.0, 0.4], [0.0, 0.1, 0.0], [0.0, 0.0, 0.0], [0.0, 0.0, 0.0], [0.0, 0.0, 0.0], [0.0, 0.0, 0.0], [0.1, 0.0, -0.1], [0.0, 0.0, 0.0], [0.1, 0.0, 0.1], [0.0, 0.0, 0.0], [-0.2, 0.0, -0.2], [0.0, 0.0, 0.0], [0.0, 0.0, 0.0], [-0.1, -0.1, 0.0], [0.0, 0.0, 0.0], [0.0, 0.0, 0.0], [0.0, 0.0, 0.0], [-0.1, 0.1, 0.1], [0.3, 0.2, -0.1], [0.0, 0.0, 0.0], [0.0, 0.0, 0.0], [-0.1, 0.0, -0.1], [0.0, 0.1, -0.4], [0.0, 0.1, 0.0], [0.2, 0.2, 0.0], [0.0, 0.0, 0.0], [0.0, 0.0, 0.0], [0.2, 0.1, 0.2], [0.1, 0.1, 0.0], [0.0, 0.0, 0.0], [0.3, 0.1, -0.1], [0.0, 0.0, -0.1], [0.0, 0.0, 0.0], [0.0, 0.0, 0.0], [0.2, -0.2, -1.2], [0.0, 0.0, 0.0], [0.0, 0.0, 0.1], [0.8, 0.1, 0.7], [0.0, 0.0, 0.1], [0.0, 0.1, -0.1], [0.0, 0.0, 0.0], [0.0, -0.2, 0.1], [0.0, 0.0, 0.0], [0.0, 0.0, 0.0], [0.1, 0.0, 0.0], [0.0, 0.0, 0.0], [0.0, 0.0, 0.0], [0.1, 0.0, 0.1], [0.0, 0.0, 0.0], [0.0, 0.0, 0.0], [0.0, 0.0, 0.0], [0.0, 0.0, 0.0], [0.1, 0.0, 0.1], [0.1, 0.0, 0.0], [0.0, 0.0, 0.0], [-0.4, -0.2, -0.6], [-0.4, -0.1, 0.2], [0.0, 0.0, 0.0], [0.0, 0.0, -0.1], [-0.3, -0.3, 0.1], [0.0, 0.0, 0.0], [0.0, 0.0, 0.0], [0.0, 0.0, 0.0], [0.1, 0.0, 0.0], [0.0, 0.0, 0.0], [0.0, 0.0, 0.0], [0.0, 0.0, 0.0], [0.0, 0.0, 0.0], [0.1, 0.1, -0.1], [0.0, 0.0, 0.0], [0.0, 0.0, 0.0], [0.2, 0.1, 0.3], [-0.1, 0.0, -0.1], [0.0, -0.1, 0.0], [0.0, 0.0, 0.0], [0.0, 0.0, 0.0], [-0.2, 0.0, -0.1], [0.0, 0.0, 0.0], [0.0, 0.0, 0.0], [0.0, 0.0, 0.0], [0.1, -0.1, 0.0]],
  "lowdin_charge": [-0.198, 0.113, -0.160, -0.151, 0.115, 0.084, -0.206, -0.169, -0.157, -0.174, 0.113, 0.069, 0.119, 0.114, 0.111, 0.078, -0.246, -0.140, 0.113, -0.209, 0.072, -0.066, 0.104, 0.113, 0.122, -0.204, -0.169, 0.114, -0.173, 0.846, 0.115, 0.063, 0.113, -0.207, -0.182, 0.126, -0.165, 0.118, 0.105, 0.097, -0.204, 0.102, -0.157, 0.094, 0.116, 0.115, 0.124, 0.117, -0.159, -0.161, -0.054, 0.112, 0.111, -0.199, -0.170, 0.125, -0.206, 0.066, -0.335, -0.201, 0.108, -0.196, -0.274, -0.220, 0.053, 0.097, 0.112, -0.264, -0.212, 0.113, -0.120, 0.123, 0.112, 0.116, 0.524, 0.097, 0.099, -0.271, 0.046, 0.104, 0.111, 0.150, 0.115, 0.116, -0.160, 0.115, 0.107, 0.080, 0.117, 0.099, 0.118, 0.109, 0.144, 0.108, -0.169, 0.047, -0.057, 0.113, 0.124, -0.171, -0.168, 0.113, 0.110, -0.168, 0.110, -0.166, 0.109, 0.077, 0.076, 0.115, 0.076, -0.742, 0.107, -0.208, 0.088, 0.109, 0.058, -0.164, -0.204, 0.110, -0.200],
  "gap_ev": 9.2,
  "e_lumo_ha": 0.0138,
  "e_tot_ev": -78410.9482,
  "homo_ev": -8.8,
  "smiles": "CCOP(=O)(CCC[C@@H](C[C@H](C)I)OC=O)OCC.C1CCOC1.C1CCOC1.C1CCOC1.C1CCOC1.C1CCOC1.C1CCOC1"
}

=====

[2]
{
  "formula": "C21H32NO2P2Rh",
  "method": "ωB97M-V with the def2-TZVPD basis set",
  "species": ["H", "H", "H", "H", "H", "C", "H", "C", "H", "H", "C", "C", "C", "H", "C", "H", "C", "H", "O", "H", "H", "H", "N", "C", "Rh", "H", "C", "H", "H", "H", "H", "C", "H", "C", "H", "P", "H", "C", "H", "H", "H", "H", "C", "C", "H", "C", "H", "H", "H", "C", "P", "H", "H", "C", "C", "O", "C", "C", "C"],
  "xyz": [[1.99289, -1.69887, -1.91091], [0.05046, 2.96690, 0.67820], [2.92026, 2.26752, -3.54153], [-1.90368, 0.58603, -5.05138], [0.57325, 1.93750, -1.15240], [-0.92872, 0.24575, -3.18701], [-1.61237, 1.02477, 1.16216], [-4.43170, -0.50661, 0.85160], [-4.51217, -0.20525, -0.20015], [1.42223, -3.58738, 0.06043], [2.56713, -0.23114, 1.26604], [2.36444, 3.16366, 3.80178], [2.92251, 1.89166, -2.50998], [0.78593, 0.26645, -4.51622], [1.44649, 4.17672, 3.55313], [3.50007, -0.83719, -2.36016], [2.47154, 2.04682, 2.94360], [3.02096, 3.20807, 4.67317], [0.50953, -3.25017, 0.56183], [-4.67350, 0.34429, 1.50144], [-2.84122, -2.09883, 2.20803], [-0.10765, 4.89984, 2.22369], [-1.06233, -0.15560, -1.91246], [0.61072, 4.10613, 2.42375], [0.43993, 0.50770, -0.51964], [2.74348, 2.71725, -1.81184], [-3.17758, -0.47352, -3.62923], [-1.86347, -7.11057, 2.67643], [4.12159, -0.92978, 2.60313], [-1.89212, -6.79610, 1.22157], [-2.33273, 0.68961, 2.77402], [0.40100, 0.80523, -3.63967], [-5.14075, -1.32034, 1.05333], [3.37619, 0.99052, 3.20422], [0.17991, -4.06453, 0.98650], [1.63569, 0.66003, -2.28400], [-4.05406, -1.63551, -2.01472], [-1.97827, -1.77610, -0.25312], [2.56056, -1.12075, 0.64341], [2.28467, -1.23379, -3.62240], [0.31055, 1.86736, -3.90959], [3.88552, 1.42071, -2.27757], [1.68962, 0.80374, 0.96092], [0.69736, 3.02138, 1.55602], [-1.02461, -2.00272, -0.02666], [-3.19799, -1.06160, -2.36815], [4.02767, 1.07309, 4.07631], [1.37363, 5.02663, 4.23123], [-4.04988, -0.53216, -4.27678], [3.42501, -0.12218, 2.38509], [-2.77497, -1.08223, 1.22947], [-0.83257, -0.14829, 2.27056], [-2.52339, -2.71778, -0.43210], [1.60491, 1.97273, 1.78616], [-2.01559, 0.15885, -4.05740], [-1.53809, -6.50858, 2.07897], [2.43052, -0.94292, -2.57517], [-2.08284, -0.94738, -1.52956], [-1.79400, 0.25095, 1.92364]],
  "forces_ev_per_a": [[0.1, 0.2, -0.2], [0.2, 0.0, 0.2], [0.2, 0.0, 0.2], [-0.1, -0.2, 0.1], [-0.2, 0.1, 0.3], [-1.8, 0.0, -1.7], [0.0, -0.2, 0.1], [-0.5, -0.1, 0.3], [0.2, -0.1, 0.2], [-3.7, 1.3, 2.1], [2.8, -1.0, 2.8], [1.1, -1.4, 0.2], [0.4, 0.3, -0.3], [-0.3, 0.1, 0.0], [-2.0, 1.2, -1.5], [-0.2, -0.2, 0.0], [-0.5, 0.8, 0.1], [-0.2, 0.0, -0.2], [3.6, -1.9, -1.8], [0.0, -0.2, -0.2], [-0.2, 0.2, -0.1], [0.2, -0.1, 0.1], [2.5, 0.6, 1.4], [0.9, 1.2, 2.3], [-0.6, -0.2, -0.6], [0.1, -0.2, -0.2], [-1.9, -0.6, 0.4], [-1.1, -2.2, 2.3], [-0.1, 0.1, 0.0], [0.2, 0.2, 0.4], [0.1, 0.0, -0.1], [0.4, 0.3, -0.1], [0.1, 0.2, -0.1], [-0.2, 1.4, 0.8], [0.3, 0.3, -0.2], [-0.7, -0.2, 0.1], [0.1, 0.0, -0.3], [-3.9, 0.8, -1.8], [0.2, -0.1, 0.2], [0.2, -0.1, 0.2], [0.0, -0.2, 0.1], [-0.1, 0.3, -0.1], [-1.7, 2.2, -0.2], [-0.1, -1.1, -1.0], [3.4, -0.7, 0.9], [0.5, -0.1, 0.3], [-0.2, -0.1, -0.2], [0.0, -0.2, -0.2], [0.2, 0.0, 0.1], [-0.7, -2.2, -2.8], [0.9, 0.5, -0.5], [-0.1, 0.2, -0.2], [0.1, 0.1, 0.1], [0.7, -0.6, 0.6], [2.6, 0.8, 0.0], [0.9, 2.1, -2.7], [0.4, -0.2, -0.3], [-2.4, -1.1, 0.1], [-0.3, 0.1, 0.4]],
  "lowdin_charge": [0.023, 0.055, 0.048, 0.100, 0.028, -0.359, 0.038, -0.206, 0.050, 0.145, -0.139, -0.073, -0.238, 0.085, -0.127, 0.041, -0.194, 0.098, -0.139, 0.060, 0.051, 0.090, -0.076, -0.117, 0.564, 0.044, -0.140, -0.017, 0.087, 0.050, 0.059, -0.269, 0.058, -0.045, 0.030, 0.693, 0.097, -0.276, 0.061, 0.044, 0.094, 0.044, -0.306, -0.107, -0.019, -0.099, 0.108, 0.088, 0.084, -0.110, 0.952, 0.055, 0.100, -0.219, -0.085, -0.029, -0.229, -0.363, -0.243],
  "gap_ev": [3.3, 6.1],
  "e_lumo_ha": [0.0013, -0.0459],
  "e_tot_ev": -49459.0571,
  "homo_ev": [-3.3, -7.3],
  "multiplicity": 5
}

=====

[3]
{
  "formula": "CH4N2P2",
  "method": "ωB97M-V with the def2-TZVPD basis set",
  "species": ["H", "H", "H", "C", "H", "N", "N", "P", "P"],
  "xyz": [[-3.20962, 0.45889, -0.67433], [2.90321, 1.85999, -0.04247], [0.33148, -1.05176, 1.35390], [-0.12434, -0.94893, 0.35422], [-0.27246, -1.71978, -0.42105], [2.22484, 1.21870, 0.21768], [-2.34288, 0.01043, -0.78944], [1.93420, -0.11348, -0.48787], [-1.44444, 0.28595, 0.48936]],
  "forces_ev_per_a": [[-1.4, 1.2, -0.1], [1.8, 1.2, -0.5], [-0.3, -0.9, -0.5], [2.1, 2.0, -0.9], [0.1, -0.1, 1.0], [-2.2, -1.6, 0.4], [1.8, -1.0, 0.8], [-1.9, -0.2, 0.6], [-0.1, -0.6, -0.7]],
  "lowdin_charge": [-0.101, -0.072, -0.034, -0.588, -0.009, -0.363, -0.338, 0.819, 0.686],
  "gap_ev": 7.6,
  "e_lumo_ha": -0.0275,
  "e_tot_ev": -22656.6659,
  "homo_ev": -8.4
}

=====

[4]
{
  "formula": "C2H5N3O2",
  "method": "ωB97M-V with the def2-TZVPD basis set",
  "species": ["O", "H", "O", "H", "C", "H", "H", "N", "N", "N", "C", "H"],
  "xyz": [[-2.45959, -0.98813, 0.38362], [1.71814, -1.47986, -0.74317], [-0.35043, 1.60127, -0.58388], [0.02118, -1.87413, -1.06943], [1.29510, -0.61621, -0.20915], [-2.08501, 1.63543, 0.44452], [2.67486, 0.03802, 0.86668], [-0.00229, -0.84153, -0.50891], [1.64551, 0.15518, 0.84131], [-1.30384, 1.03741, 0.23433], [-1.39596, -0.28171, 0.07477], [0.24233, 1.61426, 0.26933]],
  "forces_ev_per_a": [[6.0, 3.1, -1.8], [1.9, 1.1, 0.3], [1.9, 1.4, 3.5], [-1.5, 4.0, 2.2], [-0.9, 0.8, 4.3], [-0.4, -0.3, 0.0], [-0.6, 0.5, 0.4], [-3.9, -3.6, -1.9], [0.7, -2.1, -3.9], [-1.2, -1.1, -0.9], [-2.9, -4.5, 0.9], [0.8, 0.8, -3.0]],
  "lowdin_charge": [-0.023, 0.118, -0.058, 0.213, -0.320, 0.164, 0.039, 0.042, 0.050, -0.016, -0.329, 0.121],
  "gap_ev": 10.1,
  "e_lumo_ha": 0.0191,
  "e_tot_ev": -10716.1828,
  "homo_ev": -9.6,
  "smiles": "[H]/N=C/NC(=O)NO"
}

=====

[5]
{
  "formula": "C5H11N",
  "method": "ωB97M-V with the def2-TZVPD basis set",
  "species": ["H", "H", "H", "H", "C", "C", "H", "C", "H", "H", "N", "H", "H", "H", "C", "C", "H"],
  "xyz": [[2.62195, -0.36923, -0.73216], [2.11958, 2.73088, 1.25774], [-0.48373, -2.63532, -0.51171], [0.90948, -0.34246, 1.03770], [-2.04109, -1.23791, 0.07025], [1.03154, 2.72240, 1.15542], [1.94916, 1.31740, -1.26087], [1.14033, 0.55034, 0.46779], [-1.49220, -0.69435, 0.84276], [-2.75038, -0.52606, -0.34908], [0.40681, 1.70311, 0.75959], [0.48577, 3.62890, 1.39376], [-1.70004, -2.31378, -1.73893], [-0.42930, -1.13130, -1.42269], [-1.09587, -1.85053, -0.95591], [1.94133, 0.45685, -0.60129], [-2.61333, -2.00895, 0.58762]],
  "forces_ev_per_a": [[-0.3, -0.2, -0.3], [0.0, 0.0, 0.1], [0.0, 0.0, 0.0], [0.1, 0.2, 0.4], [0.3, 0.2, 0.5], [0.1, 0.0, -0.2], [0.5, -0.1, -0.1], [0.5, -0.4, -1.1], [0.0, 0.0, 0.0], [0.0, 0.0, -0.2], [-0.5, -0.2, 0.4], [-0.1, 0.1, 0.0], [0.2, -0.1, -0.1], [0.0, 0.2, 0.0], [-0.5, -0.2, -0.2], [-0.2, 0.7, 0.9], [0.0, -0.1, -0.1]],
  "lowdin_charge": [0.051, 0.081, 0.062, 0.100, -0.172, -0.042, 0.057, -0.277, 0.039, 0.063, -0.022, 0.067, 0.060, 0.043, -0.174, 0.002, 0.061],
  "gap_ev": 10.2,
  "e_lumo_ha": 0.0400,
  "e_tot_ev": -6851.7628,
  "homo_ev": -9.1,
  "smiles": "C=CN=C.CC"
}

=====

Calculated energy relative to the best compared isomer or geometry (same formula, charge and spin) in order - 6.9 47.3 177.8 543.0 170.4 kJ/mol